[1]
{
  "formula": "C2HClNOS2",
  "method": "ωB97M-V/def2-TZVPD",
  "de_lowest_kcal_mol": 9.9,
  "charge": -1,
  "total_energy_ev": -39822.2728,
  "elements": ["C", "C", "N", "O", "S", "S", "Cl", "H"],
  "coordinates": [[0.849, -1.475, -0.597], [0.017, 0.344, 0.836], [0.584, -0.668, 0.212], [1.259, -2.275, -1.304], [0.689, 1.142, 2.121], [-1.507, 0.842, 0.254], [-0.503, 0.345, -2.790], [-1.388, 1.746, 1.267]]
}

[2]
{
  "formula": "C6H14N5",
  "method": "ωB97M-V/def2-TZVPD",
  "de_lowest_kcal_mol": 52.7,
  "multiplicity": 2,
  "charge": 2,
  "total_energy_ev": -13880.6643,
  "s2": 0.77,
  "elements": ["C", "C", "N", "N", "N", "H", "H", "H", "H", "H", "H", "H", "H", "C", "C", "C", "C", "N", "N", "H", "H", "H", "H", "H", "H"],
  "coordinates": [[-1.013, -2.017, 0.007], [0.226, -1.183, 2.025], [-0.706, -2.043, 1.451], [0.120, -0.865, 3.412], [1.340, -0.728, 1.329], [-1.589, -2.096, 2.024], [-0.551, -1.257, 4.063], [0.697, -0.277, 3.735], [1.245, -0.747, 0.340], [1.854, 0.046, 1.622], [-1.707, -1.220, -0.063], [-1.515, -2.967, -0.196], [-0.192, -1.915, -0.660], [1.180, -0.015, -2.401], [-0.813, 1.923, -0.056], [0.461, 1.146, -1.779], [0.139, 2.510, -2.015], [-0.133, 0.772, -0.530], [-0.832, 2.875, -1.112], [-1.328, 2.193, 0.850], [-1.426, 3.702, -1.321], [0.451, 2.940, -2.943], [1.772, 0.238, -3.346], [0.402, -0.751, -2.785], [1.919, -0.264, -1.652]]
}